{
  "formula": "C45H46N3O3P2SSn",
  "method": "ωB97M-V with the def2-TZVPD basis set",
  "symbols": ["Sn", "O", "S", "C", "C", "C", "C", "C", "C", "P", "C", "C", "C", "C", "C", "C", "C", "C", "C", "C", "C", "C", "C", "C", "C", "C", "C", "C", "P", "C", "C", "C", "C", "C", "C", "C", "C", "C", "C", "C", "C", "H", "H", "H", "H", "H", "H", "H", "H", "H", "H", "H", "H", "H", "H", "H", "H", "H", "H", "H", "H", "H", "H", "H", "H", "H", "H", "H", "H", "N", "C", "C", "C", "O", "O", "H", "H", "H", "H", "H", "H", "C", "C", "N", "C", "C", "N", "C", "C", "H", "H", "H", "H", "H", "H", "H", "H", "H", "H", "H", "H"],
  "coordinates": [[-1.5775, 0.5264, -1.1985], [-0.3887, 2.6920, -0.7289], [0.8993, 2.2435, -0.0607], [2.2066, 3.3112, -0.6652], [2.1793, 4.6940, -0.4699], [3.0935, 5.5324, -1.0848], [4.0238, 4.9753, -1.9832], [3.9701, 3.5989, -2.2736], [3.0918, 2.7526, -1.5855], [2.9976, 0.9856, -1.8675], [4.1423, 0.0636, -0.8402], [5.0353, 0.6500, 0.0529], [5.7990, -0.1760, 0.8421], [5.6983, -1.5698, 0.7901], [4.8048, -2.1600, -0.0802], [4.0657, -1.3162, -0.8923], [3.1115, 0.5944, -3.5460], [2.3139, 1.3312, -4.4588], [2.2789, 1.0384, -5.8042], [3.0643, -0.0301, -6.2139], [3.9329, -0.7277, -5.3666], [3.9234, -0.4641, -3.9906], [0.7592, 2.8067, 1.6403], [1.7743, 3.4636, 2.2921], [1.5403, 3.9049, 3.6090], [0.3177, 3.6178, 4.2466], [-0.6560, 2.8601, 3.6051], [-0.4466, 2.4705, 2.3042], [-1.5067, 1.1564, 1.5460], [-0.9924, -0.2636, 2.5142], [0.1414, -0.9299, 2.0637], [0.7107, -1.9535, 2.7855], [0.0975, -2.3915, 3.9587], [-1.0799, -1.7947, 4.4011], [-1.6162, -0.7253, 3.7019], [-3.2251, 1.5705, 2.0160], [-3.5634, 2.9071, 2.1971], [-4.8180, 3.2879, 2.5785], [-5.7929, 2.3135, 2.7770], [-5.4997, 0.9747, 2.5085], [-4.1939, 0.5872, 2.1818], [1.5320, 5.0996, 0.2486], [3.1192, 6.5917, -0.8269], [4.7390, 5.6207, -2.4525], [4.5728, 3.1941, -3.0592], [5.1322, 1.7220, 0.0927], [6.4876, 0.2548, 1.5581], [6.3003, -2.1189, 1.4942], [4.7145, -3.2142, -0.1923], [3.3953, -1.7517, -1.6127], [1.7410, 2.1647, -4.0621], [1.7075, 1.5753, -6.5359], [3.0880, -0.2377, -7.2844], [4.5163, -1.4928, -5.7853], [4.5187, -1.0911, -3.3423], [2.6815, 3.7738, 1.7808], [2.3645, 4.3908, 4.1433], [0.1190, 4.0196, 5.2160], [-1.5690, 2.7052, 4.1510], [0.6353, -0.5352, 1.1657], [1.6649, -2.3962, 2.4596], [0.5824, -3.1478, 4.5584], [-1.5709, -2.0904, 5.3146], [-2.4969, -0.2275, 4.1260], [-2.8136, 3.6713, 2.0123], [-5.0223, 4.3680, 2.7384], [-6.7858, 2.6587, 2.9804], [-6.2656, 0.2298, 2.6026], [-4.0289, -0.4607, 2.0006], [-3.3830, 1.7730, -1.7926], [-4.7536, 1.2381, -1.4436], [-4.9026, -0.2083, -1.8979], [-4.0569, -1.2010, -1.1409], [-4.4149, -2.3590, -1.1261], [-2.9823, -0.7649, -0.4765], [-3.2162, 2.6714, -1.3532], [-3.3181, 1.9047, -2.8130], [-5.4450, 1.9063, -1.9690], [-4.8616, 1.3936, -0.3548], [-4.7234, -0.3319, -2.9747], [-5.9302, -0.5231, -1.7794], [0.2457, -3.6973, -0.2627], [0.2918, -5.3216, -0.3463], [-1.0513, -5.7644, -0.3329], [-1.7994, -5.3672, -1.4570], [-1.6849, -3.6838, -1.5112], [-1.1091, -3.3392, -0.2895], [-1.8321, -3.8257, 0.9102], [-1.6858, -5.4102, 0.8975], [0.7544, -3.1685, -1.0997], [0.6244, -3.3985, 0.7172], [0.8670, -5.6791, 0.5435], [0.7451, -5.6620, -1.2807], [-2.8517, -5.5710, -1.3152], [-1.3783, -5.8136, -2.3244], [-2.7132, -3.3432, -1.6056], [-1.0687, -3.3821, -2.3369], [-2.9033, -3.5642, 0.8450], [-1.3924, -3.4192, 1.8020], [-2.6493, -5.9636, 0.8714], [-1.0966, -5.8081, 1.7052]],
  "homo_energy_ev": [-15.2, -15.3],
  "orbital_gap_ev": [6.22, 5.44],
  "lumo_ev": [-9.013, -9.871],
  "total_charge": 3,
  "multiplicity": 1
}

***

{
  "formula": "C45H47BIrN9O2S2Sb",
  "method": "ωB97M-V with the def2-TZVPD basis set",
  "symbols": ["Ir", "O", "C", "C", "C", "C", "C", "C", "C", "O", "N", "N", "C", "C", "C", "C", "C", "C", "N", "H", "H", "H", "H", "H", "H", "H", "H", "H", "H", "C", "N", "C", "C", "N", "B", "N", "C", "C", "N", "C", "C", "S", "C", "S", "H", "H", "H", "H", "H", "H", "H", "H", "H", "H", "H", "H", "N", "C", "N", "C", "C", "C", "C", "C", "H", "H", "H", "H", "H", "H", "H", "H", "H", "H", "C", "C", "C", "C", "C", "C", "Sb", "C", "C", "C", "C", "C", "C", "C", "C", "C", "C", "C", "C", "H", "H", "H", "H", "H", "H", "H", "H", "H", "H", "H", "H", "H", "H", "H"],
  "coordinates": [[-0.3637, 0.3682, 1.5089], [3.8810, -2.6055, 1.9133], [3.9767, -2.4670, 0.5800], [5.2403, -2.6202, 0.0067], [5.4094, -2.5158, -1.3576], [4.3215, -2.2398, -2.1897], [3.0819, -2.0354, -1.6267], [2.8866, -2.1296, -0.2432], [1.5712, -1.7729, 0.3118], [0.7629, -1.0545, -0.3380], [1.2885, -2.2080, 1.5455], [0.1592, -1.6830, 2.0451], [-0.4783, -2.2199, 3.0049], [-1.6378, -1.5020, 3.4675], [-2.3616, -1.8963, 4.5793], [-3.4485, -1.1371, 4.9815], [-3.7902, -0.0150, 4.2440], [-3.0291, 0.3180, 3.1413], [-1.9694, -0.4009, 2.7594], [2.9342, -2.6087, 2.1586], [6.0707, -2.8436, 0.6641], [6.3929, -2.6619, -1.7855], [4.4516, -2.1966, -3.2630], [2.2262, -1.7997, -2.2483], [-0.1727, -3.1639, 3.4420], [-2.0606, -2.7828, 5.1207], [-4.0151, -1.4163, 5.8596], [-4.6336, 0.6039, 4.5137], [-3.2729, 1.1812, 2.5375], [-1.6868, 2.7953, -2.4700], [-0.9100, 3.4546, -1.4231], [-0.0801, 4.5339, -1.5818], [0.3813, 4.8543, -0.3446], [-0.1637, 3.9840, 0.5624], [-0.0837, 4.1607, 2.1288], [1.2706, 3.5528, 2.6427], [2.5051, 4.1434, 2.5986], [3.3935, 3.3295, 3.2242], [2.6916, 2.2296, 3.6489], [3.2318, 1.0875, 4.3816], [1.4007, 2.3922, 3.2897], [0.1444, 1.2596, 3.6641], [-0.9409, 3.1351, -0.1102], [-1.9219, 1.8439, 0.5039], [-1.3667, 3.1683, -3.4384], [-2.7472, 3.0037, -2.3411], [-1.5367, 1.7179, -2.4196], [0.0829, 4.9944, -2.5413], [1.0159, 5.6659, -0.0336], [-0.0838, 5.3366, 2.3600], [-0.9873, 3.5582, 2.6210], [2.6586, 5.1030, 2.1357], [4.4455, 3.4428, 3.4226], [4.3059, 1.0376, 4.2303], [2.7722, 0.1737, 4.0144], [3.0195, 1.1848, 5.4444], [1.3345, 1.2635, 0.7181], [2.2140, 1.4611, -0.0047], [3.2066, 1.6840, -0.8037], [3.1077, 1.3780, -2.2446], [3.1342, 2.6747, -3.0436], [4.3677, 3.5070, -2.6779], [4.4024, 3.7819, -1.1715], [4.3868, 2.4687, -0.4011], [2.1985, 0.8048, -2.4179], [3.9634, 0.7525, -2.5051], [2.2271, 3.2480, -2.8285], [3.1430, 2.4330, -4.1072], [4.3562, 4.4484, -3.2266], [5.2727, 2.9648, -2.9670], [3.5308, 4.3778, -0.8813], [5.2999, 4.3421, -0.9054], [4.3595, 2.6299, 0.6753], [5.2736, 1.8775, -0.6402], [-3.6459, -1.3356, -5.6296], [-2.3912, -0.8129, -5.3507], [-1.8920, -0.8565, -4.0540], [-2.6588, -1.4237, -3.0436], [-3.9135, -1.9619, -3.3196], [-4.3996, -1.9213, -4.6203], [-1.9416, -1.5261, -1.0222], [-1.6161, -3.6173, -0.7547], [-2.6649, -4.4660, -0.4032], [-2.4177, -5.8213, -0.2248], [-1.1379, -6.3295, -0.4022], [-0.1026, -5.4890, -0.7873], [-0.3400, -4.1321, -0.9629], [-3.8255, -1.1999, -0.0514], [-4.6662, -0.2114, -0.5637], [-5.8911, 0.0454, 0.0416], [-6.2746, -0.6733, 1.1664], [-5.4436, -1.6614, 1.6766], [-4.2138, -1.9168, 1.0798], [-4.0405, -1.2862, -6.6358], [-1.7979, -0.3760, -6.1439], [-0.9059, -0.4568, -3.8414], [-4.5132, -2.4087, -2.5358], [-5.3690, -2.3485, -4.8427], [-3.6728, -4.0886, -0.2930], [-3.2282, -6.4836, 0.0520], [-0.9503, -7.3842, -0.2494], [0.8910, -5.8858, -0.9526], [0.4711, -3.4872, -1.2783], [-4.3754, 0.3507, -1.4445], [-6.5443, 0.8059, -0.3672], [-7.2195, -0.4592, 1.6492], [-5.7510, -2.2349, 2.5429], [-3.5684, -2.6824, 1.4959]],
  "s2": 0.885,
  "homo_energy_ev": [-12.0, -12.3],
  "orbital_gap_ev": [4.68, 4.44],
  "lumo_ev": [-7.275, -7.843],
  "total_charge": 2,
  "multiplicity": 2
}

***

Number 1: F_max 2.00 eV Å⁻¹, M 889.607 g mol⁻¹, electronic energy -3426.62616 Ha. Number 2: F_max 2.85 eV Å⁻¹, M 1134.855 g mol⁻¹, electronic energy -3551.62615 Ha.